No. 1
The following is a quantum chemistry calculation of a cluster of 13 separate species, C28H43BrN13O2 in total, from the OMol25 dataset.

Summary:
Kohn-Sham gap: 0.1503 Eh
Charge: -1
HOMO energy: -2.501 eV
Total energy: -4528.736376 hartree
E_LUMO: 1.59 eV

```
87
Properties=species:S:1:pos:R:3:forces:R:3:lowdin_charge:R:1
H -0.583 -3.196 0.853 2.521 -0.563 -0.234 0.10
C 2.060 -0.566 -5.021 0.842 0.347 0.313 -0.25
N 1.774 4.573 2.422 0.612 1.217 1.434 0.14
H -7.526 -4.107 -4.273 0.272 0.057 0.177 0.08
H 2.199 3.345 -7.566 -0.195 -0.271 0.012 0.08
H 2.271 -2.295 1.906 -2.025 -1.703 0.160 0.07
N 0.879 6.234 6.734 -1.567 -0.485 -0.822 0.12
H 3.438 6.826 3.982 -0.105 -0.259 -0.209 0.08
N -1.422 -7.479 -5.441 1.446 -0.443 1.112 0.11
C 0.696 1.847 -7.331 -0.545 -1.111 -0.354 -0.23
O 1.072 0.005 1.157 -1.303 1.603 -1.447 -0.09
H -8.056 -3.952 -2.599 0.324 0.042 0.000 0.08
C 0.011 5.887 6.041 0.626 0.216 0.787 -0.25
H 3.616 5.350 4.929 -0.185 -0.083 -0.257 0.09
C 4.697 -3.629 -2.698 -0.293 -0.812 0.939 -0.26
C -2.464 -6.340 -1.376 0.926 -0.336 0.799 -0.29
H 3.179 2.305 0.695 0.204 0.016 0.213 0.09
C -7.272 -4.368 -3.240 -0.195 -0.098 -0.061 -0.06
C -3.782 0.742 -3.252 -0.085 0.776 -0.900 -0.28
H 2.155 6.324 5.081 0.265 -0.234 -0.432 0.01
H -3.713 9.833 5.864 -0.032 -0.319 -0.056 0.08
C -3.479 -5.985 -2.382 -0.073 -0.127 0.034 -0.11
C 0.727 -1.066 -5.396 -0.204 -0.328 -0.065 -0.09
H 1.860 2.970 10.232 -0.190 -0.077 -0.247 0.08
H 1.616 3.151 -5.913 -0.130 -0.260 -0.172 0.09
N 0.018 2.193 7.725 0.796 1.065 1.445 0.12
C -3.631 7.711 5.644 -0.677 -1.028 -0.318 -0.26
C 2.270 5.183 3.280 -0.440 -0.583 -0.869 -0.24
C 1.308 3.135 -6.964 0.100 0.216 0.103 -0.07
C 1.243 -3.054 -0.627 1.927 2.341 2.143 -0.68
H 0.582 -4.715 0.801 -0.344 2.548 -0.179 0.09
N -1.662 -6.620 -0.581 -1.355 0.300 -1.273 0.12
H 1.134 -7.134 -3.536 -0.295 -0.006 -0.133 0.08
N 5.820 2.939 2.399 -1.561 -0.524 -0.388 0.09
C 1.380 -3.047 2.135 0.014 0.668 0.314 -0.16
C 2.897 5.955 4.366 0.183 0.214 0.076 -0.08
N 0.212 0.829 -7.621 0.776 2.098 0.138 0.13
H -2.067 5.712 5.580 0.421 -0.055 0.067 0.03
C 4.767 2.544 2.103 0.951 0.403 0.257 -0.28
H 1.815 -3.983 2.714 -0.985 1.915 -1.148 0.06
C -3.658 -0.197 -2.124 0.002 -0.146 0.183 -0.07
H 5.362 -3.201 -4.681 -0.078 -0.139 0.266 0.08
H -4.216 -5.281 -1.983 0.676 -0.466 0.157 0.02
H 0.614 3.969 -7.111 -0.051 -0.328 -0.044 0.08
C 5.048 -2.682 -3.769 -0.012 0.095 -0.123 -0.08
H 2.311 -1.387 -1.713 -1.759 0.036 1.606 0.04
H -2.711 9.015 7.062 -0.127 -0.230 -0.182 0.08
C 3.434 2.043 1.727 -0.134 -0.273 0.052 -0.10
H 2.650 2.460 2.369 0.385 -0.065 -0.145 0.04
C 1.689 -1.478 -0.698 0.947 -3.845 -1.415 -0.29
H -3.028 -5.516 -3.263 0.131 -0.056 0.311 0.07
H -1.080 4.364 5.018 0.253 0.173 0.159 0.09
H 4.201 -2.042 -4.037 0.109 -0.196 0.277 0.02
H 0.331 -8.612 -3.007 -0.181 0.177 -0.216 0.08
H -2.672 -0.671 -2.099 -0.067 0.154 -0.151 0.08
H 0.472 -0.805 -6.428 0.339 -0.035 0.397 0.02
C -1.088 5.449 5.165 -0.127 -0.144 -0.076 -0.06
N 0.479 0.341 0.144 0.721 -1.328 2.508 -0.08
H -3.799 0.307 -1.161 0.051 0.135 -0.297 0.08
C 1.141 3.575 9.669 0.138 0.135 0.174 -0.08
N -4.886 -3.473 -2.568 -2.137 -0.192 -0.606 0.16
H -0.057 -0.650 -4.754 0.341 0.000 0.064 0.08
N 4.419 -4.378 -1.851 0.533 1.130 -1.446 0.12
H -4.402 -0.999 -2.181 0.133 0.217 -0.213 0.04
C 0.635 -8.042 -3.892 0.219 -0.032 0.158 -0.07
H 1.387 -8.639 -4.418 -0.282 0.116 -0.120 0.08
H 0.399 3.944 10.384 -0.028 -0.170 -0.265 0.08
H 0.633 -2.445 2.845 1.665 -1.439 -1.432 0.07
C 0.514 2.803 8.583 -0.551 -0.663 -0.986 -0.28
N -4.115 6.693 5.354 0.727 1.785 0.510 0.14
H -7.333 -5.459 -3.159 0.236 0.186 0.054 0.08
N 3.113 -0.171 -4.724 -1.602 -0.480 -0.618 0.12
C 0.558 -3.522 0.786 -0.054 -0.979 0.094 -0.30
H -1.023 5.910 4.173 0.202 0.002 0.224 0.09
N -3.880 1.483 -4.143 0.116 -1.165 1.397 0.10
O 0.486 -0.621 -0.797 1.060 0.078 -0.818 -0.25
H -2.129 9.209 5.409 -0.190 -0.246 0.005 0.08
H 1.682 4.446 9.285 -0.191 -0.212 -0.186 0.07
H 5.871 -2.023 -3.472 -0.191 -0.197 0.162 0.08
H -4.028 -6.866 -2.731 0.272 -0.077 0.164 0.08
C -3.019 8.999 6.011 0.114 0.207 0.067 -0.07
C -0.514 -7.728 -4.757 -0.978 0.296 -0.702 -0.27
C -5.939 -3.868 -2.865 0.986 0.690 0.238 -0.22
Br -0.105 -3.358 -2.097 -0.493 -0.785 -0.522 0.45
H 2.176 -3.750 -0.828 -2.009 1.585 0.172 0.07
H 3.373 0.953 1.809 0.205 0.172 -0.060 0.07
H 0.666 -2.157 -5.315 0.259 0.184 0.264 0.07
```
Forces are in eV/Å.



No. 2
The following is a quantum chemistry calculation of a cluster of 8 separate species, C28H43ClN7O4 in total, from the OMol25 dataset.

Summary:
Kohn-Sham gap (alpha / beta): 0.2254 / 0.0783 Eh
Charge: 0
Expectation value of S²: 0.762
HOMO energy (alpha / beta): -7.668 / -7.668 eV
Total energy: -2236.692188 hartree
Multiplicity: 2
E_LUMO (alpha / beta): -1.53 / -5.54 eV

```
83
Properties=species:S:1:pos:R:3:forces:R:3:mulliken_spin:R:1
H 1.657 -1.724 -6.321 0.113 -0.062 0.125 0.00
C -4.710 -3.227 1.182 0.725 1.747 1.504 0.00
H 0.097 -3.271 2.059 -0.215 -0.066 0.149 0.00
C -3.832 2.188 1.927 1.047 0.401 1.151 0.00
H -3.285 -1.552 1.842 0.039 -0.191 -0.110 0.00
H 2.839 2.961 3.819 0.358 -0.011 -0.356 0.00
C 1.098 -4.902 3.169 0.714 -1.218 -0.169 0.00
H -5.177 -3.500 2.117 -0.352 0.153 -0.115 0.00
C 1.563 0.917 -5.244 1.581 3.482 -0.963 0.00
H 2.904 2.310 -2.267 0.238 -0.034 -0.099 0.00
H -3.346 4.094 2.990 -0.036 -0.051 0.009 0.00
H -0.699 -0.070 -7.115 0.009 0.497 -0.709 0.00
C 0.010 -0.048 3.330 1.178 0.564 -0.622 0.00
H -0.038 -0.075 -4.388 0.015 -0.060 0.017 0.00
H 2.562 1.269 4.087 -0.644 -0.024 0.419 0.00
H -1.986 3.482 2.056 -0.273 0.015 -0.514 0.00
H 4.940 -1.849 -1.880 0.342 -0.355 0.105 0.01
N -0.254 -0.823 4.132 -0.210 -0.207 0.234 0.00
O 0.818 0.375 -1.622 0.398 -0.948 0.794 0.00
C 4.858 -1.694 -0.814 -0.768 1.847 -0.084 0.38
C 0.391 0.974 2.324 -1.225 1.334 1.032 0.00
N -3.638 4.963 -0.303 -1.424 -3.137 1.884 0.00
H 0.545 4.163 0.359 -0.096 0.251 -0.010 0.00
C 2.554 3.333 -2.406 0.057 0.065 0.252 0.00
H 0.961 0.584 1.480 -0.067 -0.132 0.162 0.00
H 0.368 2.619 3.770 0.030 -0.066 0.070 0.00
H -0.021 -1.960 -5.864 0.081 -0.108 0.107 0.00
O -1.208 0.743 -0.462 0.935 -0.832 0.344 0.00
N 2.097 1.915 -5.546 -1.128 -2.368 0.710 0.00
H 5.351 -1.536 2.425 -0.363 -0.002 0.030 0.00
C 0.119 -4.049 2.807 -2.170 -0.432 1.034 0.00
H -2.419 -1.886 -0.607 -0.228 0.112 0.182 0.00
O -0.101 -1.372 -0.198 0.677 0.235 0.169 0.00
H 0.098 -1.294 -8.148 -0.270 0.056 -0.046 0.00
H 0.394 2.865 -0.767 -0.309 -0.204 0.070 0.00
C 0.895 -0.302 -4.904 0.143 -0.573 0.273 0.00
H -0.594 1.271 1.961 0.067 -0.064 -0.683 0.00
H 3.043 -0.616 -1.008 -0.641 0.274 0.035 0.00
C 4.965 -1.505 1.417 2.243 -0.398 0.045 0.04
C -3.701 -2.233 1.114 -0.524 -2.252 -1.825 0.00
H -3.696 -3.444 -1.933 -0.271 -0.050 0.037 0.00
C -0.678 -5.430 4.498 1.139 0.639 -2.503 0.00
H -4.368 1.981 -0.050 -0.450 0.095 -0.380 0.00
C -4.580 2.719 0.725 0.345 0.188 -1.170 0.00
C 0.705 3.907 -0.688 -1.202 -1.138 0.300 0.00
C -2.849 3.185 2.652 -0.587 -0.741 -0.103 0.00
H 3.084 -0.334 1.541 -0.098 -0.028 -0.115 0.25
H -1.372 -5.818 5.229 -0.042 0.125 -0.251 0.00
H -5.727 -4.497 -0.324 0.275 -0.071 -0.032 0.00
H 0.990 0.164 -7.830 -0.252 0.331 0.326 0.00
C 0.254 -0.516 -7.400 -0.052 -0.690 0.586 0.00
N 3.790 -0.911 -0.396 1.093 -1.496 0.365 -0.08
N -3.223 -2.342 -0.201 -0.959 -0.195 0.624 0.00
H -4.581 1.780 2.606 0.258 0.069 0.322 0.00
H 3.334 3.917 -2.895 0.067 -0.085 0.089 0.00
H 1.127 -6.649 4.625 0.144 0.149 -0.084 0.00
H 2.776 3.281 -0.317 -0.650 -0.163 0.550 0.00
C -0.315 4.656 -1.496 1.678 0.085 0.286 0.00
C 0.603 -5.834 4.148 -0.392 0.811 0.732 0.00
H 2.581 4.895 -0.795 0.133 0.196 -0.532 0.00
C 2.190 3.898 -0.998 0.396 0.738 -1.299 0.00
C 0.998 2.307 2.938 -0.735 -1.698 -0.302 0.00
N -1.051 5.295 -2.102 0.034 -0.188 -0.029 0.00
H 0.917 3.093 2.187 0.142 -0.134 -0.079 0.00
H -3.235 1.347 1.573 0.033 -0.074 0.154 0.00
Cl -0.392 -0.289 -1.107 -0.729 2.845 0.508 0.00
C 2.413 2.069 3.361 0.748 -0.193 0.509 0.00
O -1.144 -0.765 -2.196 -0.644 -1.314 -1.614 0.00
H 3.002 1.671 2.535 0.286 0.698 -0.406 0.00
H -2.395 2.688 3.510 -0.278 -0.080 0.248 0.00
C -4.055 3.977 0.200 1.328 3.306 -1.909 0.00
C 5.687 -1.929 0.318 -0.514 -0.357 1.105 0.17
H 6.676 -2.344 0.444 -0.140 -0.241 -0.698 0.00
N -0.999 -4.403 3.585 0.263 -0.317 1.111 0.00
H -1.941 -4.040 3.582 0.435 0.462 -0.383 0.00
H -5.662 2.821 0.803 0.066 -0.087 0.343 0.00
H 2.043 -4.934 2.648 0.141 -0.115 0.255 0.00
H 1.570 -0.806 -4.213 -0.316 -0.089 0.388 0.00
H 1.759 3.214 -3.142 -0.338 0.443 0.317 0.00
C 0.722 -1.203 -6.115 0.051 -0.433 -0.763 0.00
C -4.938 -3.803 -0.071 0.851 0.275 -0.546 0.00
C 3.837 -0.851 0.964 -1.725 0.842 -0.889 0.22
C -3.975 -3.260 -0.906 0.425 0.446 0.332 0.00
```
Forces are in eV/Å.



No. 3
The following is a quantum chemistry calculation of a structure of composition C28H43CuN4OS2Si3, from the OMol25 dataset.

Summary:
Kohn-Sham gap (alpha / beta): 0.2935 / 0.2502 Eh
Charge: +1
Expectation value of S²: 0.754
HOMO energy (alpha / beta): -10.980 / -10.983 eV
Total energy: -4692.300301 hartree
Multiplicity: 2
E_LUMO (alpha / beta): -2.99 / -4.18 eV

```
82
Properties=species:S:1:pos:R:3:forces:R:3:mulliken_spin:R:1
H 2.827 0.348 -1.051 -0.023 0.016 -0.005 0.00
C 3.471 3.599 3.963 -0.001 -0.043 0.045 0.00
C -3.418 0.082 1.862 -0.081 0.071 -0.070 0.00
C 1.583 -2.725 -0.551 0.081 -0.073 -0.115 0.05
H -0.413 1.245 2.987 -0.117 -0.043 -0.034 0.00
C 2.377 -1.352 1.897 0.045 0.073 -0.034 0.02
H -3.607 0.159 0.793 0.011 -0.037 0.097 0.00
H -0.609 -1.725 -3.773 -0.012 0.017 0.015 0.00
H -1.399 -2.677 3.916 -0.068 -0.004 -0.008 0.00
H 2.626 -0.385 1.456 -0.021 -0.064 -0.016 -0.01
H -1.201 2.741 0.937 -0.004 0.000 -0.059 0.00
C -1.233 -2.266 -3.061 0.001 0.026 0.054 0.01
H -0.156 -4.375 2.031 0.040 0.052 -0.008 0.00
H -2.709 -3.073 2.804 0.016 0.064 0.025 0.00
H -4.765 3.780 -1.200 0.012 -0.008 0.005 0.00
H 4.044 4.035 4.771 -0.013 -0.008 -0.025 0.00
H -0.462 -4.581 -0.237 -0.112 0.074 -0.001 0.00
H 1.603 -4.336 2.245 -0.063 0.020 -0.019 0.00
C -0.989 0.473 3.504 0.033 0.008 0.106 0.01
H 0.559 1.401 -5.240 0.017 0.005 0.003 0.00
C 3.257 1.518 -5.542 -0.029 -0.134 0.192 0.00
Si -1.701 -2.314 -0.357 0.005 0.042 -0.031 -0.03
C -0.746 -1.348 0.934 -0.017 0.303 -0.394 0.25
O -1.131 -1.630 -1.792 0.027 -0.138 -0.069 -0.03
H -0.882 -3.300 -3.023 0.004 0.036 0.029 0.00
H -1.871 -4.550 -1.307 0.015 -0.037 0.050 0.00
C 1.306 2.909 -0.122 -0.162 -0.180 0.032 -0.01
H -4.018 -2.324 0.593 0.021 -0.020 -0.033 0.00
H -3.003 -1.990 4.168 0.028 -0.001 -0.043 0.00
C -1.938 2.549 0.166 -0.014 -0.127 0.068 -0.01
S 2.793 2.766 -6.488 -0.020 0.030 -0.026 0.00
C 2.479 1.148 -4.314 0.069 0.066 -0.143 0.00
N 4.356 0.774 -5.741 0.012 0.032 -0.030 0.00
H 4.198 0.843 -3.036 -0.030 0.001 -0.018 0.00
H 1.729 0.767 3.249 0.008 0.042 0.005 0.00
C -2.708 1.122 -1.461 0.147 0.030 0.007 -0.01
C 0.406 0.844 -3.174 0.034 -0.035 0.013 0.00
C -3.929 3.118 -1.012 -0.027 0.000 -0.015 0.00
H -3.971 -1.283 -0.828 0.030 -0.032 0.050 0.00
C -3.569 -2.200 -0.395 -0.087 0.014 0.001 0.00
C -3.787 1.941 -1.731 -0.032 -0.006 0.011 0.00
H -3.418 1.097 2.269 -0.040 -0.061 -0.028 0.00
H -0.345 0.017 4.261 0.036 0.004 -0.072 0.00
H 3.736 5.284 2.661 -0.014 -0.018 -0.007 0.00
C 2.168 1.742 3.117 -0.031 -0.066 0.022 0.00
H 2.325 -1.235 2.980 -0.064 -0.009 -0.034 0.00
H -2.101 -4.575 0.427 0.064 -0.022 -0.034 0.00
C 2.354 0.565 -2.002 -0.059 -0.021 0.036 0.01
Si 0.908 -2.245 1.146 -0.131 -0.093 0.017 -0.04
C -2.271 -2.267 3.403 -0.034 -0.096 0.093 0.02
H 0.564 -3.371 3.288 0.037 -0.060 -0.020 0.00
C 1.988 2.434 1.917 -0.082 -0.177 -0.117 0.01
S 2.164 4.344 0.220 0.043 0.107 -0.018 0.00
N 1.271 1.984 0.792 0.135 0.409 -0.074 0.00
H 2.594 -3.118 -0.405 -0.036 -0.023 -0.042 0.00
H 1.016 -3.465 -1.120 0.056 0.093 0.130 0.00
C 3.119 0.836 -3.120 0.026 -0.013 0.043 0.00
C 0.691 -3.730 2.264 0.052 -0.104 0.100 0.04
H 4.932 0.973 -6.543 0.017 -0.008 -0.024 0.00
Cu -0.108 0.172 -0.254 -0.157 -0.143 0.082 0.72
Si -1.809 -0.774 2.370 0.027 -0.084 0.030 -0.05
H 3.208 -2.035 1.690 0.047 0.100 0.082 0.00
H 1.666 -1.847 -1.194 0.049 -0.005 -0.005 -0.02
H -3.912 -3.038 -1.009 -0.049 0.063 0.004 0.00
C -2.989 3.424 -0.044 0.010 0.001 0.029 0.00
C -1.461 -4.169 -0.366 -0.072 -0.160 0.032 0.01
H -4.504 1.651 -2.486 0.013 0.012 0.007 0.00
H 4.539 -0.063 -5.213 -0.016 0.017 -0.012 0.00
C 2.902 2.327 4.123 0.022 0.044 -0.003 0.00
N -1.785 1.418 -0.533 0.072 0.083 -0.082 0.05
N 1.016 0.566 -2.017 0.155 0.032 0.078 -0.02
H 0.799 2.813 -1.073 0.049 -0.003 0.049 0.00
C 3.304 4.300 2.791 -0.016 0.006 -0.037 0.00
C 1.091 1.150 -4.333 -0.063 -0.005 0.019 0.00
H 3.041 1.797 5.056 0.001 0.009 -0.008 0.00
C 2.555 3.704 1.776 0.051 0.084 0.046 0.00
H -1.806 0.973 4.034 0.111 0.002 0.078 0.00
H -0.675 0.827 -3.162 -0.020 0.002 0.007 0.00
H -3.063 4.323 0.553 -0.001 -0.022 -0.013 0.00
H -4.270 -0.443 2.304 0.051 0.033 -0.009 0.00
H -2.564 0.185 -1.986 0.016 0.054 0.017 0.01
H -2.266 -2.262 -3.425 0.020 0.005 0.025 0.00
```
Forces are in eV/Å.